Entry 1:
This record from OMol25 describes a structure of composition NO7PRb3 at a distorted geometry. The level of theory is wB97M-V/def2-TZVPD.

```
12
Properties=species:S:1:pos:R:3:lowdin_charge:R:1
Rb -1.158 -1.442 0.525 1.403
Rb -1.909 2.107 -1.701 1.059
Rb 2.456 0.591 -2.932 1.134
N 0.003 -0.335 -1.500 -0.806
O 0.962 0.208 -1.784 -0.536
O -0.121 -1.556 -1.321 -0.286
O -0.973 0.309 -1.349 -0.597
P 0.159 0.061 1.943 -0.216
O 0.331 1.391 2.637 -0.405
O 1.183 -0.928 2.506 -0.434
O 0.214 0.065 0.341 -0.684
O -1.148 -0.472 2.635 -0.632
```

LUMO energy: 0.890 eV
E_HOMO: -0.92 eV
Multiplicity: 1
Net charge: -1
Gap between HOMO and LUMO: 1.81 eV
Largest force on an atom: 13.334 eV/A
Relative energy (zero: lowest compared OMol25 entry of this formula, charge and spin): 151.3 kcal per mole

=====

Entry 2:
This record from OMol25 describes the ion C17H11N4O8S with charge -1 at a distorted geometry. The level of theory is wB97M-V/def2-TZVPD.

```
41
Properties=species:S:1:pos:R:3:lowdin_charge:R:1
C -0.166 -1.502 2.632 -0.160
C -1.371 -0.698 2.428 -0.203
C -2.522 -1.443 2.115 -0.014
C -3.748 -0.840 1.939 0.020
C -3.844 0.558 2.110 -0.170
N -5.119 1.210 2.009 -0.327
O -5.126 2.463 2.069 0.024
O -6.159 0.540 1.846 0.042
C -2.693 1.340 2.205 0.006
C -1.455 0.730 2.427 -0.017
C 1.141 -0.859 2.390 -0.151
C 1.271 0.233 1.459 -0.019
C 2.472 0.895 1.250 0.011
C 3.620 0.436 1.917 -0.175
N 4.801 1.237 1.965 -0.329
O 5.767 0.846 2.656 0.040
O 4.811 2.315 1.336 0.041
C 3.579 -0.751 2.670 0.013
C 2.363 -1.399 2.853 -0.013
H -0.305 -2.580 2.086 0.172
H -2.452 -2.551 2.102 0.122
H -4.642 -1.401 1.647 0.124
H -2.804 2.423 2.093 0.120
H -0.603 1.364 2.674 0.113
H 0.403 0.607 0.924 0.108
H 2.566 1.792 0.625 0.123
H 4.520 -1.105 3.122 0.126
H 2.387 -2.339 3.434 0.119
O -2.638 -3.137 8.443 -0.003
N -1.768 -2.432 7.874 -0.398
O -1.156 -1.509 8.460 -0.029
C -1.428 -2.652 6.486 -0.456
C -1.890 -3.717 5.759 0.014
C -1.297 -3.620 4.487 -0.242
N -1.501 -4.693 3.556 -0.351
O -0.929 -4.611 2.418 -0.047
O -2.326 -5.606 3.849 -0.025
C -0.404 -2.479 4.212 -0.452
S -0.232 -1.598 5.696 1.022
H -2.588 -4.480 6.173 0.149
H 0.671 -2.781 3.936 0.072
```

LUMO energy: 0.853 eV
E_HOMO: -4.35 eV
Multiplicity: 1
Net charge: -1
Gap between HOMO and LUMO: 5.20 eV
Largest force on an atom: 5.046 eV/A

=====

Entry 3:
This record from OMol25 describes the molecule C14H16Cl6O5 at a distorted geometry. The level of theory is wB97M-V/def2-TZVPD.

```
41
Properties=species:S:1:pos:R:3:lowdin_charge:R:1
C -2.506 -0.723 -3.049 -0.031
C -1.705 -1.789 -2.387 -0.231
C -2.277 -3.049 -2.353 -0.036
C -1.573 -4.148 -1.742 -0.078
C -0.277 -3.960 -1.255 -0.108
C 0.282 -2.696 -1.256 -0.013
C -0.449 -1.570 -1.788 -0.195
O 0.050 -0.276 -1.728 -0.051
C 0.962 0.212 -0.734 -0.096
C 0.389 0.232 0.691 -0.250
C 1.525 0.373 1.740 -0.099
O 2.314 1.522 1.421 -0.139
C 3.191 1.988 2.440 -0.547
O 4.351 1.166 2.566 -0.024
C 3.607 3.438 2.101 -1.387
Cl 4.306 3.479 0.437 0.610
Cl 4.908 3.990 3.243 0.593
Cl 2.136 4.558 2.174 0.559
O -0.574 1.300 0.844 -0.072
C -1.860 0.999 0.299 -0.565
O -2.064 1.971 -0.704 0.003
C -2.940 1.012 1.361 -1.441
Cl -3.006 2.585 2.222 0.604
Cl -2.634 -0.291 2.556 0.607
Cl -4.596 0.712 0.687 0.582
H -3.512 -1.093 -3.263 0.080
H -2.014 -0.377 -3.976 0.102
H -2.628 0.116 -2.376 0.059
H -3.250 -3.224 -2.827 0.111
H -2.041 -5.167 -1.715 0.109
H 0.239 -4.813 -0.846 0.098
H 1.254 -2.541 -0.850 0.095
H 1.247 1.219 -0.968 0.135
H 1.840 -0.406 -0.827 0.124
H -0.065 -0.748 0.893 0.144
H 2.172 -0.520 1.734 0.144
H 1.018 0.515 2.699 0.138
H 2.651 2.017 3.408 0.159
H 4.853 1.357 1.760 0.068
H -1.916 -0.012 -0.121 0.128
H -1.406 2.642 -0.508 0.109
```

LUMO energy: 0.243 eV
E_HOMO: -8.57 eV
Multiplicity: 1
Net charge: 0
Gap between HOMO and LUMO: 8.81 eV
Largest force on an atom: 2.757 eV/A
SMILES: Cc1ccccc1OC[C@@H](CO[C@@H](O)C(Cl)(Cl)Cl)O[C@H](O)C(Cl)(Cl)Cl

=====

Entry 4:
This record from OMol25 describes a cluster of 3 separate species, C28H60BrN7O3P in total. The level of theory is wB97M-V/def2-TZVPD.

```
100
Properties=species:S:1:pos:R:3:mulliken_spin:R:1
C -1.321 1.757 -0.467 0.010
C -2.591 1.000 -0.054 0.003
N -3.592 0.946 -1.132 0.000
C -4.449 2.071 -1.409 0.000
N -3.904 3.351 -0.797 0.000
C -5.108 4.240 -0.555 0.000
C -4.772 5.576 0.149 0.000
N -4.844 5.734 1.577 0.000
C -6.100 3.216 0.014 0.000
Br -5.375 2.535 1.719 0.000
C -7.528 3.699 0.260 0.000
C -8.107 4.547 -0.888 0.000
C -9.438 4.044 -1.437 0.000
N -10.463 3.813 -0.521 0.000
O -9.592 3.894 -2.622 0.000
C -5.975 2.100 -1.040 0.000
P -6.897 0.515 -0.760 0.000
N -7.365 0.215 0.689 0.000
H -1.210 2.715 0.053 0.000
H -1.325 1.958 -1.539 0.001
H -0.436 1.168 -0.231 -0.007
H -2.337 -0.032 0.175 0.001
H -3.000 1.412 0.876 -0.002
H -4.140 0.102 -1.051 0.000
H -4.410 2.264 -2.485 0.000
H -3.250 3.794 -1.442 0.000
H -3.438 3.187 0.100 0.000
H -5.445 4.504 -1.560 0.000
H -3.762 5.859 -0.166 0.000
H -5.433 6.317 -0.306 0.000
H -4.197 5.151 2.088 0.000
H -5.769 5.573 1.951 0.000
H -8.125 2.795 0.390 0.000
H -7.579 4.213 1.219 0.000
H -7.444 4.610 -1.748 0.000
H -8.273 5.575 -0.549 0.000
H -10.842 2.875 -0.546 0.000
H -10.226 4.057 0.433 0.000
H -6.459 2.495 -1.941 0.000
H -5.994 -0.401 -1.335 0.000
H -7.878 0.615 -1.762 0.000
H -8.358 0.028 0.767 0.000
C 0.031 -4.801 -0.658 0.021
C 0.828 -3.512 -0.893 -0.002
C 2.337 -3.773 -0.797 0.046
C 2.819 -4.031 0.627 -0.019
C 2.398 -2.900 1.559 0.086
C 0.893 -2.614 1.536 -0.010
N 0.470 -2.442 0.103 0.396
O 0.667 -1.258 -0.340 0.522
C 0.105 -3.727 2.234 0.010
C 0.592 -1.316 2.278 -0.005
C 0.468 -2.998 -2.283 -0.005
H -1.006 -4.579 -0.403 -0.010
H 0.033 -5.384 -1.579 0.001
H 0.449 -5.435 0.118 0.001
H 2.866 -2.902 -1.198 -0.003
H 2.577 -4.620 -1.445 0.004
H 2.450 -4.994 0.992 -0.002
H 3.907 -4.093 0.631 -0.003
H 2.690 -3.126 2.588 0.001
H 2.940 -1.996 1.272 -0.027
H -0.966 -3.615 2.059 -0.006
H 0.283 -3.652 3.307 0.001
H 0.399 -4.726 1.933 0.000
H 1.177 -0.486 1.891 0.004
H 0.839 -1.455 3.331 0.000
H -0.468 -1.062 2.203 0.002
H -0.594 -2.751 -2.343 -0.001
H 0.681 -3.785 -3.008 0.000
H 1.042 -2.115 -2.549 0.004
C 6.755 1.048 -0.190 0.015
C 6.567 -0.045 0.869 0.002
C 7.869 -0.302 1.636 0.030
C 8.925 -1.033 0.811 -0.016
C 8.368 -2.328 0.223 0.030
C 7.080 -2.125 -0.585 0.004
N 6.114 -1.344 0.261 0.403
O 5.455 -2.074 1.076 0.521
C 7.365 -1.428 -1.918 0.016
C 6.442 -3.472 -0.907 -0.009
C 5.474 0.428 1.823 -0.007
H 5.961 1.009 -0.937 -0.009
H 6.709 2.020 0.301 0.001
H 7.713 0.999 -0.701 0.001
H 7.636 -0.896 2.525 0.001
H 8.253 0.660 1.986 0.001
H 9.310 -0.387 0.018 -0.001
H 9.778 -1.268 1.449 0.001
H 9.106 -2.804 -0.427 0.001
H 8.158 -3.028 1.036 0.002
H 6.436 -1.125 -2.402 -0.008
H 7.874 -2.135 -2.574 0.000
H 8.007 -0.558 -1.831 0.001
H 6.281 -4.067 -0.012 0.003
H 7.109 -4.021 -1.574 0.000
H 5.483 -3.338 -1.410 0.001
H 4.526 0.550 1.295 0.001
H 5.770 1.393 2.235 0.000
H 5.323 -0.270 2.642 0.003
```

LUMO energy (spin up / spin down): -2.798 / -2.798 eV
E_HOMO (spin up / spin down): -9.46 / -10.69 eV
Multiplicity: 3
Net charge: +1
<S²>: 2.01
Gap between HOMO and LUMO (spin up / spin down): 6.67 / 7.90 eV
Largest force on an atom: 0.915 eV/A

=====

Q: The highest largest force on an atom belongs to which entry?
A: NO7PRb3